(1)
Density functional theory data (wB97M-V/def2-TZVPD) for a structure of composition C27H25BF4HfN5O4S2.

Values from the calculation:
net charge = +1
highest occupied orbital energy = -10.9 eV
LUMO energy = -0.1169 Eh
relative energy (zero: lowest compared OMol25 entry of this formula, charge and spin) = 0.0 kcal/mol

Each line ends with the natural charge from an NBO analysis.
Cartesian coordinates (Å):
Hf  -0.597  -0.203  0.845  2.518
C  3.340  0.370  2.847  -0.715
C  2.054  0.846  2.248  0.649
O  1.205  -0.071  1.999  -0.776
C  1.799  2.218  2.001  -0.312
C  2.822  3.182  2.200  -0.109
C  2.587  4.507  1.983  -0.260
C  1.297  4.912  1.575  -0.107
C  0.282  4.012  1.381  -0.301
C  0.518  2.640  1.570  0.533
O  -0.448  1.789  1.347  -0.832
H  3.260  -0.689  3.078  0.242
H  3.591  0.927  3.749  0.252
H  4.156  0.517  2.136  0.258
H  3.805  2.862  2.517  0.217
H  3.370  5.238  2.125  0.231
H  1.101  5.965  1.411  0.227
H  -0.707  4.325  1.072  0.237
N  -3.052  -0.329  -2.017  -0.770
C  -2.721  -1.505  -1.467  0.312
N  -1.938  -1.670  -0.414  -0.657
C  -1.867  -3.028  -0.083  0.126
C  -2.531  -3.865  -0.891  -0.412
S  -3.346  -2.972  -2.115  0.451
C  -1.173  -3.372  1.155  0.135
C  -1.141  -4.567  1.760  -0.414
S  -0.342  -4.439  3.282  0.452
C  -0.139  -2.751  3.032  0.296
N  -0.562  -2.325  1.855  -0.655
N  0.431  -1.983  3.980  -0.770
H  -2.479  0.473  -1.795  0.441
H  -3.572  -0.314  -2.877  0.410
H  -2.624  -4.936  -0.821  0.260
H  -1.569  -5.498  1.428  0.261
H  0.498  -2.343  4.916  0.414
H  0.363  -0.984  3.881  0.427
F  -1.581  0.048  2.911  -0.546
B  -2.977  0.006  2.393  1.365
F  -3.829  0.724  3.134  -0.499
F  -2.721  0.594  1.058  -0.532
F  -3.311  -1.315  2.221  -0.517
O  1.405  1.291  -0.879  -0.646
C  0.268  1.496  -1.280  0.807
O  -0.699  0.621  -1.023  -0.890
C  -0.104  2.702  -2.051  -0.127
C  0.884  3.337  -2.794  -0.166
C  0.575  4.485  -3.507  -0.215
C  -0.711  5.006  -3.456  -0.164
C  -1.695  4.381  -2.697  -0.219
C  -1.395  3.222  -1.998  -0.192
H  1.886  2.929  -2.803  0.233
H  1.336  4.978  -4.097  0.226
H  -0.948  5.906  -4.008  0.224
H  -2.691  4.800  -2.648  0.226
H  -2.146  2.743  -1.381  0.221
N  1.170  -1.484  -0.288  -0.901
C  0.988  -2.534  -1.262  0.223
C  1.311  -3.835  -0.913  -0.279
C  1.096  -4.865  -1.819  -0.178
C  0.558  -4.592  -3.069  -0.223
C  0.251  -3.280  -3.411  -0.186
C  0.463  -2.246  -2.511  -0.267
H  1.591  -0.660  -0.729  0.438
H  1.812  -1.794  0.435  0.404
H  1.730  -4.047  0.066  0.214
H  1.358  -5.880  -1.547  0.224
H  0.396  -5.392  -3.778  0.227
H  -0.155  -3.058  -4.390  0.225
H  0.214  -1.224  -2.776  0.227

***

(2)
Density functional theory data (wB97M-V/def2-TZVPD) for a structure of composition C27H25FeO4 at a distorted geometry.

Values from the calculation:
net charge = -1
<S²> = 6.160
multiplicity = 5
highest occupied orbital energy (spin up / spin down) = -0.8 / -3.5 eV
LUMO energy (spin up / spin down) = 0.0938 / 0.0729 Eh

Each line ends with the Mulliken spin population.
Cartesian coordinates (Å):
O  -2.420  4.208  -3.764  -0.012
C  -1.734  3.283  -3.622  0.065
Fe  -1.038  1.530  -3.360  2.336
C  -2.667  0.661  -3.701  0.216
O  -3.696  0.121  -3.715  -0.110
C  -1.650  1.636  -1.518  0.012
C  -0.786  2.549  -0.738  -0.047
C  0.250  2.105  0.008  0.145
C  0.574  2.108  -4.392  0.046
C  -0.176  1.102  -5.094  0.020
C  -0.242  -0.068  -4.250  0.142
C  0.484  0.215  -3.041  0.019
C  0.983  1.556  -3.131  0.107
H  -2.674  2.020  -1.616  -0.007
H  -1.651  0.598  -1.158  0.062
H  -1.086  3.604  -0.737  -0.013
H  0.810  2.775  0.662  0.018
H  0.587  1.075  -0.073  -0.023
H  0.860  3.082  -4.781  0.006
H  -0.568  1.185  -6.103  -0.026
H  -0.661  -1.034  -4.518  0.005
H  0.686  -0.499  -2.245  0.043
H  1.612  2.049  -2.396  0.007
C  1.602  2.585  6.480  0.001
C  0.379  2.518  5.556  0.005
C  0.763  1.472  4.559  -0.071
C  2.054  0.996  4.902  0.172
O  2.600  1.602  5.989  0.028
C  2.671  -0.034  4.178  -0.081
C  1.983  -0.601  3.132  0.183
C  0.720  -0.082  2.682  -0.025
C  0.017  -0.476  1.508  0.250
C  0.177  -1.635  0.686  0.000
C  -0.959  -2.033  -0.088  0.104
C  -0.892  -3.136  -0.915  -0.049
C  0.303  -3.895  -0.971  0.133
O  0.250  -4.956  -1.818  0.025
C  -1.110  -4.964  -2.411  0.001
C  -1.879  -3.759  -1.849  0.008
C  1.439  -3.536  -0.232  -0.063
C  1.385  -2.393  0.534  0.148
C  0.112  0.946  3.468  0.141
H  2.077  3.574  6.468  0.000
H  1.361  2.313  7.515  0.000
H  -0.520  2.243  6.122  -0.003
H  0.192  3.483  5.072  -0.003
H  3.650  -0.383  4.495  -0.005
H  2.412  -1.459  2.633  0.030
H  -0.880  0.117  1.289  0.005
H  -1.904  -1.489  -0.002  0.020
H  -0.993  -4.916  -3.500  0.000
H  -1.575  -5.920  -2.140  0.001
H  -2.796  -4.081  -1.340  -0.002
H  -2.168  -3.066  -2.651  0.002
H  2.318  -4.170  -0.278  -0.003
H  2.291  -2.047  1.014  0.029
H  -0.881  1.321  3.198  0.006

***

(3)
Density functional theory data (wB97M-V/def2-TZVPD) for a structure of composition C27H25N10O3S2Zr at a distorted geometry.

Values from the calculation:
net charge = +3
highest occupied orbital energy = -14.8 eV
LUMO energy = -0.3446 Eh

Each line ends with the natural charge from an NBO analysis.
Cartesian coordinates (Å):
Zr  -0.232  0.043  0.336  2.129
C  1.186  -5.163  0.495  -0.204
C  1.712  -3.880  0.546  -0.156
C  0.867  -2.800  0.753  -0.290
C  -0.506  -2.995  0.892  0.205
C  -1.037  -4.273  0.825  -0.262
C  -0.183  -5.351  0.639  -0.146
N  -1.276  -1.809  1.026  -0.562
N  -2.551  -1.931  1.246  -0.040
C  -3.662  -1.682  1.415  0.480
C  -5.034  -1.277  1.389  -0.344
C  -5.377  0.015  1.324  -0.057
C  -4.488  1.217  1.376  -0.267
C  -2.973  1.034  1.431  -0.073
N  -2.451  0.486  0.150  -0.709
H  1.839  -6.012  0.352  0.247
H  2.777  -3.720  0.442  0.236
H  1.349  -1.820  0.857  0.178
H  -2.102  -4.435  0.921  0.227
H  -0.595  -6.350  0.601  0.246
H  -5.769  -2.071  1.386  0.296
H  -6.440  0.222  1.251  0.258
H  -4.812  1.849  2.205  0.277
H  -2.350  0.896  2.311  0.243
S  1.991  0.714  -0.823  -0.204
C  1.648  2.425  -0.850  0.081
N  2.656  3.187  -1.387  -0.016
N  2.655  4.439  -1.437  -0.164
C  1.799  5.447  -0.847  0.047
C  1.666  5.526  0.533  -0.162
C  0.910  6.556  1.058  -0.209
C  0.298  7.481  0.212  -0.176
C  0.457  7.390  -1.161  -0.186
C  1.228  6.368  -1.705  -0.203
N  0.488  2.981  -0.619  -0.172
N  -0.494  2.170  -0.306  -0.492
C  -1.736  2.831  -0.135  0.180
C  -2.792  1.889  0.214  0.101
C  -4.280  2.137  0.095  -0.222
C  -4.497  3.616  0.265  -0.172
C  -3.488  4.485  0.133  -0.196
C  -2.085  4.119  -0.155  -0.217
H  3.446  4.797  -1.969  0.425
H  2.162  4.809  1.172  0.219
H  0.811  6.661  2.130  0.236
H  -0.283  8.291  0.632  0.243
H  0.002  8.120  -1.814  0.247
H  1.374  6.294  -2.775  0.241
H  -3.068  -0.106  -0.403  0.418
H  -4.754  1.766  -0.819  0.241
H  -5.507  3.971  0.425  0.242
H  -3.703  5.542  0.213  0.245
H  -1.364  4.897  -0.371  0.249
N  1.780  -0.140  5.188  -0.681
C  1.895  0.890  4.101  -0.341
C  0.936  0.491  2.990  0.775
O  0.969  1.153  1.913  -0.748
O  0.181  -0.476  3.170  -0.683
H  0.953  -0.717  4.942  0.475
H  1.655  0.270  6.115  0.455
H  2.594  -0.756  5.227  0.453
H  2.917  0.940  3.736  0.269
H  1.621  1.864  4.501  0.266
O  -0.479  -0.904  -1.574  -0.543
N  0.105  -0.747  -2.685  0.325
S  1.622  -2.051  -5.708  0.599
C  0.957  -1.872  -4.381  0.167
N  0.390  -1.886  -3.222  -0.327

***

(4)
Density functional theory data (wB97M-V/def2-TZVPD) for a structure of composition C27H25N2O2STaTe.

Values from the calculation:
net charge = +2
highest occupied orbital energy = -14.0 eV
LUMO energy = -0.2863 Eh
relative energy (zero: lowest compared OMol25 entry of this formula, charge and spin) = 0.0 kcal/mol

Each line ends with the natural charge from an NBO analysis.
Cartesian coordinates (Å):
Ta  -0.256  0.198  -0.263  1.972
O  0.436  1.670  -1.222  -0.757
C  0.451  3.024  -1.258  0.418
C  1.052  3.686  -2.309  -0.275
C  1.051  5.074  -2.309  -0.101
C  0.463  5.799  -1.273  -0.220
C  -0.132  5.129  -0.227  -0.098
C  -0.150  3.724  -0.199  -0.240
C  -0.748  3.064  0.918  0.249
N  -0.859  1.788  1.120  -0.597
C  -1.450  1.354  2.399  -0.236
C  -2.179  0.052  2.160  -0.237
N  -1.305  -0.801  1.337  -0.635
C  -1.398  -2.090  1.515  0.258
C  -0.713  -3.119  0.808  -0.174
C  -0.869  -4.454  1.221  -0.109
C  -0.206  -5.465  0.565  -0.225
C  0.620  -5.162  -0.519  -0.099
C  0.780  -3.859  -0.965  -0.252
C  0.105  -2.848  -0.305  0.348
O  0.200  -1.573  -0.725  -0.749
H  1.502  3.120  -3.114  0.249
H  1.515  5.601  -3.133  0.247
H  0.473  6.879  -1.294  0.252
H  -0.593  5.681  0.583  0.235
H  -1.145  3.723  1.691  0.213
H  -2.122  2.116  2.793  0.235
H  -0.643  1.202  3.118  0.220
H  -3.103  0.228  1.605  0.227
H  -2.424  -0.436  3.104  0.233
H  -2.059  -2.430  2.311  0.216
H  -1.511  -4.675  2.065  0.235
H  -0.320  -6.491  0.887  0.251
H  1.141  -5.960  -1.031  0.247
H  1.395  -3.626  -1.823  0.248
C  4.219  0.904  -1.941  -0.644
C  3.435  0.915  -0.662  0.019
C  2.818  -0.234  -0.180  -0.222
C  2.134  -0.223  1.046  -0.315
C  2.055  0.953  1.790  -0.215
C  2.656  2.111  1.304  -0.213
C  3.337  2.085  0.100  -0.121
H  3.998  1.783  -2.546  0.230
H  4.013  0.014  -2.532  0.229
H  5.289  0.923  -1.726  0.255
H  2.907  -1.163  -0.729  0.239
H  1.773  -1.158  1.466  0.248
H  1.589  0.947  2.767  0.231
H  2.621  3.025  1.883  0.238
H  3.820  2.986  -0.258  0.229
Te  -2.497  0.301  -1.723  0.490
C  -3.168  -1.632  -1.287  -0.543
C  -4.094  -1.986  -0.343  -0.284
C  -4.346  -3.383  -0.329  -0.259
C  -3.620  -4.051  -1.271  -0.399
S  -2.638  -2.994  -2.183  0.513
H  -4.608  -1.276  0.292  0.235
H  -5.057  -3.863  0.327  0.250
H  -3.637  -5.106  -1.495  0.263

***

(5)
Density functional theory data (wB97M-V/def2-TZVPD) for a cluster of 2 separate species, C27H25N3O6 in total at a distorted geometry.

Values from the calculation:
highest occupied orbital energy = -5.1 eV
LUMO energy = -0.0703 Eh
relative energy (zero: lowest compared OMol25 entry of this formula, charge and spin) = 149.1 kcal/mol

Each line ends with the natural charge from an NBO analysis.
Cartesian coordinates (Å):
C  2.099  -0.080  3.500  -0.258
O  0.845  0.542  3.665  -0.508
C  -0.196  -0.351  3.956  0.355
C  -0.004  -1.557  4.632  -0.294
C  -1.079  -2.329  5.014  -0.143
C  -2.366  -1.920  4.747  -0.307
C  -2.612  -0.747  4.034  0.311
O  -3.890  -0.255  3.756  -0.505
C  -4.948  -1.024  4.283  -0.253
C  -1.508  0.006  3.589  0.059
N  -1.732  1.153  2.762  -0.272
C  -1.238  1.443  1.499  0.347
C  -0.330  0.632  0.695  0.474
C  0.070  1.110  -0.639  -0.296
C  1.342  1.489  -0.943  -0.098
C  1.766  2.026  -2.199  -0.125
C  3.105  2.409  -2.367  -0.160
C  3.540  2.955  -3.549  -0.214
C  2.656  3.143  -4.595  -0.184
C  1.330  2.773  -4.456  -0.226
C  0.887  2.222  -3.278  -0.106
O  0.131  -0.439  1.128  -0.458
N  -1.751  2.683  1.162  -0.266
C  -1.502  3.469  -0.042  -0.411
C  -2.579  3.121  2.179  -0.042
C  -2.573  2.184  3.154  -0.007
H  2.764  0.600  2.966  0.203
H  2.528  -0.310  4.477  0.176
H  1.971  -0.987  2.905  0.206
H  0.993  -1.877  4.873  0.234
H  -0.912  -3.250  5.548  0.230
H  -3.190  -2.515  5.095  0.230
H  -5.894  -0.546  4.024  0.207
H  -4.928  -2.024  3.847  0.188
H  -4.867  -1.074  5.371  0.181
H  -0.680  1.147  -1.413  0.243
H  2.070  1.447  -0.152  0.205
H  3.789  2.280  -1.547  0.207
H  4.571  3.249  -3.657  0.217
H  2.998  3.582  -5.517  0.215
H  0.640  2.930  -5.269  0.217
H  -0.148  1.955  -3.180  0.201
H  -2.020  4.421  0.032  0.225
H  -0.438  3.664  -0.157  0.249
H  -1.871  2.945  -0.920  0.238
H  -3.144  4.039  2.166  0.246
H  -3.148  2.188  4.063  0.258
O  4.290  -2.565  -3.101  -0.414
N  3.717  -3.389  -3.820  0.514
O  4.312  -4.241  -4.487  -0.404
C  2.260  -3.351  -3.889  0.095
C  1.588  -4.281  -4.668  -0.339
C  0.206  -4.259  -4.748  -0.203
C  -0.509  -3.312  -4.071  -0.314
C  0.147  -2.324  -3.282  0.393
O  -0.492  -1.434  -2.704  -0.798
C  1.567  -2.395  -3.201  -0.351
H  2.164  -5.014  -5.208  0.222
H  -0.307  -4.992  -5.351  0.197
H  -1.583  -3.284  -4.121  0.197
H  2.094  -1.680  -2.594  0.217

***

(6)
Density functional theory data (wB97M-V/def2-TZVPD) for a structure of composition C27H25N5O3PReSSe2.

Values from the calculation:
net charge = +1
<S²> = 3.781
multiplicity = 4
highest occupied orbital energy (spin up / spin down) = -10.2 / -11.0 eV
LUMO energy (spin up / spin down) = -0.1054 / -0.1444 Eh

Each line ends with the Mulliken spin population.
Cartesian coordinates (Å):
Re  -0.033  0.066  0.257  2.534
N  3.522  0.357  2.868  -0.001
C  2.629  0.278  1.857  -0.008
S  1.061  0.993  2.161  0.084
N  2.996  -0.279  0.749  0.007
N  1.982  -0.258  -0.229  -0.053
C  2.404  -0.634  -1.391  0.061
C  1.628  -0.724  -2.600  0.016
C  2.240  -1.288  -3.732  0.002
C  1.578  -1.340  -4.937  0.002
C  0.290  -0.802  -5.026  0.015
C  -0.326  -0.232  -3.931  -0.004
C  0.337  -0.198  -2.705  0.054
O  -0.272  0.389  -1.666  0.112
H  3.264  0.746  3.754  0.006
H  4.451  -0.003  2.732  -0.001
H  3.456  -0.901  -1.430  0.000
H  3.245  -1.681  -3.640  -0.001
H  2.048  -1.782  -5.803  0.000
H  -0.235  -0.830  -5.972  0.001
H  -1.319  0.191  -3.995  0.000
Se  0.285  -2.247  1.293  0.044
P  -1.882  -2.521  1.182  0.033
Se  -2.504  -0.814  -0.002  0.018
C  -2.319  -4.073  0.393  0.006
C  -1.745  -5.260  0.852  -0.001
C  -2.103  -6.466  0.278  0.000
C  -3.038  -6.495  -0.750  0.001
C  -3.610  -5.319  -1.207  0.000
C  -3.249  -4.104  -0.641  0.006
C  -2.589  -2.537  2.834  -0.002
C  -1.921  -3.218  3.853  0.001
C  -2.478  -3.289  5.117  -0.001
C  -3.702  -2.680  5.371  0.001
C  -4.364  -2.000  4.362  0.001
C  -3.810  -1.924  3.092  -0.003
H  -1.010  -5.251  1.648  -0.001
H  -1.653  -7.385  0.629  0.000
H  -3.319  -7.440  -1.197  0.000
H  -4.336  -5.341  -2.009  0.000
H  -3.690  -3.188  -1.009  0.000
H  -0.955  -3.674  3.674  0.000
H  -1.956  -3.812  5.907  0.000
H  -4.136  -2.735  6.360  0.000
H  -5.316  -1.525  4.561  0.000
H  -4.328  -1.391  2.304  0.001
O  2.182  3.380  -1.981  -0.002
C  1.993  4.577  -1.245  -0.001
N  0.894  5.388  -1.702  0.000
C  -0.405  5.392  -1.274  0.001
O  -1.192  6.246  -1.621  0.000
C  -0.879  4.308  -0.339  0.008
C  -1.821  4.645  0.626  0.006
C  -2.325  3.659  1.454  -0.002
C  -1.889  2.359  1.285  0.008
N  -1.002  2.030  0.337  0.038
C  -0.507  2.985  -0.466  0.006
H  2.465  3.599  -2.875  0.000
H  2.894  5.191  -1.273  0.000
H  1.825  4.264  -0.216  0.000
H  1.091  6.146  -2.339  0.000
H  -2.151  5.673  0.705  0.000
H  -3.051  3.883  2.221  0.000
H  -2.251  1.546  1.900  0.003
H  0.193  2.660  -1.221  0.003